Computed, not measured: a 9-piece molecular cluster, C48H88ClN16 overall at a distorted geometry, with ωB97M-V/def2-TZVPD.

Last column: Löwdin charge in e.
Positions of all 153 atoms, in Å:
H: -11.40 25.96 16.99  0.124
C: 0.19 21.63 6.98  0.029
H: 1.97 29.54 9.57  0.139
H: 11.72 22.92 7.54  0.115
H: 2.80 34.26 12.05  0.143
H: -6.84 20.40 15.65  0.105
H: 0.52 29.09 8.96  0.127
C: -7.46 20.69 14.80  0.029
C: 11.86 26.99 -3.29  -0.015
C: 5.23 35.40 10.17  0.035
C: 0.35 19.48 7.56  0.033
C: 11.05 23.68 7.94  0.001
C: -5.73 22.70 9.48  -0.047
C: -3.61 26.19 18.11  0.013
C: 3.49 34.63 11.30  0.047
H: 0.51 21.93 9.66  0.133
H: 4.86 27.64 4.77  0.117
H: 10.79 25.51 0.69  0.088
N: -4.83 27.06 19.79  -0.058
H: -6.24 21.88 8.98  0.086
C: -5.63 26.68 22.17  -0.032
H: -5.88 29.35 15.19  0.071
H: -8.10 29.65 16.32  0.138
H: 10.91 28.97 -0.92  0.169
C: 10.67 20.95 12.59  -0.017
H: -4.70 22.38 9.67  0.075
H: -1.41 18.27 4.76  0.120
H: -5.60 28.06 14.19  0.070
H: -8.18 21.36 15.28  0.101
C: -0.29 20.81 5.97  -0.006
C: 2.59 21.40 9.41  -0.062
H: -6.09 28.38 20.82  0.133
N: 10.39 26.90 -1.59  -0.030
N: -6.44 22.47 11.85  -0.071
H: 11.49 20.83 11.88  0.068
H: 5.62 28.29 6.35  0.123
H: 9.14 27.27 0.04  0.133
H: 2.23 26.98 4.81  0.138
H: -2.29 29.03 17.33  0.106
H: 0.31 18.62 8.22  0.167
H: -11.12 25.65 15.27  0.110
H: -7.87 19.76 14.41  0.119
H: 1.58 36.84 8.91  0.085
H: -8.91 26.11 13.98  0.149
H: 8.39 21.17 12.20  0.126
H: -3.74 28.95 19.98  0.177
H: -7.47 27.96 12.95  0.124
H: -6.79 24.17 10.70  0.128
H: 0.27 18.07 5.12  0.113
H: 5.04 35.06 13.54  0.112
C: -9.64 27.97 16.59  0.035
C: 9.12 23.39 10.92  -0.024
H: 3.33 20.61 9.26  0.089
C: 1.20 27.40 10.08  -0.049
H: -5.03 22.05 14.85  0.141
C: -7.49 28.70 13.76  -0.191
H: 9.24 20.13 11.14  0.128
C: 9.91 25.28 0.07  -0.077
H: 4.18 35.48 8.20  0.137
H: 11.03 21.89 12.99  0.082
H: 8.59 23.51 11.86  0.152
C: 2.34 27.51 5.75  0.046
H: -9.90 24.85 16.36  0.107
H: -6.75 26.71 20.44  0.121
C: -6.72 23.09 10.60  -0.185
H: 2.90 22.19 8.72  0.077
C: -8.62 28.76 15.99  0.042
C: 3.43 28.38 7.62  0.114
N: 4.84 35.02 11.45  -0.100
C: -3.88 28.01 19.46  0.067
N: 3.06 34.75 9.94  -0.048
C: 9.55 24.13 9.84  0.030
C: -5.90 27.31 20.75  -0.161
H: -5.46 25.61 22.17  0.087
H: 0.38 27.53 6.87  0.128
N: -6.78 21.61 13.85  -0.096
H: 10.19 24.46 -0.59  0.082
C: 4.90 27.63 5.86  -0.032
C: 1.60 34.61 9.39  -0.114
H: -3.07 25.42 17.58  0.129
H: -5.71 23.52 8.76  0.084
H: 10.67 21.11 9.17  0.172
H: -8.30 21.41 12.22  0.176
H: 0.43 36.38 10.07  0.087
H: 2.05 26.77 10.34  0.077
H: 12.68 29.75 -3.60  0.113
H: 0.86 27.83 11.02  0.075
N: 0.58 20.74 8.02  -0.065
C: -5.56 22.14 13.91  -0.018
H: -10.19 28.00 17.52  0.137
H: -0.83 17.47 6.33  0.110
H: 11.67 24.55 8.17  0.119
H: -8.03 29.56 13.36  0.142
Cl: 8.53 30.57 9.51  -0.982
H: 6.13 35.99 10.02  0.143
C: 1.44 27.74 6.80  0.008
C: 1.49 28.65 9.17  -0.184
H: 1.02 20.17 9.87  0.131
N: -0.28 19.47 6.31  -0.072
C: 13.03 29.14 -2.77  0.062
C: 4.14 35.26 9.26  -0.014
C: 1.11 21.10 9.30  -0.193
N: 11.96 28.12 -2.56  -0.100
C: -0.70 18.26 5.59  0.042
H: 10.34 24.00 7.18  0.109
H: 1.05 34.00 10.11  0.103
C: 10.32 22.03 9.61  0.086
H: -1.52 27.46 17.17  0.102
H: -5.52 29.71 13.50  0.094
N: 9.50 22.14 10.80  -0.099
N: 2.09 28.21 7.97  -0.078
C: 0.95 36.00 9.19  -0.048
C: -4.64 25.94 18.99  -0.005
H: 13.16 29.69 -1.83  0.106
H: -0.76 20.99 5.01  0.141
H: 10.71 20.08 13.25  0.088
H: 8.51 26.26 -1.22  0.134
C: -7.34 21.77 12.57  0.060
N: -8.29 28.10 14.80  -0.069
H: 0.42 26.76 9.68  0.069
H: -7.75 22.86 10.30  0.137
C: -2.00 28.13 17.88  -0.005
H: 6.49 35.51 12.65  0.122
H: 10.34 25.41 -3.16  0.147
C: 11.10 28.15 -1.60  0.031
H: 9.25 24.72 0.73  0.081
H: 1.75 33.81 8.66  0.114
H: 0.34 35.84 8.30  0.084
N: -3.22 27.54 18.35  -0.102
H: 0.23 22.71 7.10  0.126
H: -5.39 25.17 19.10  0.138
N: 3.60 27.86 6.28  -0.109
C: 5.60 34.88 12.62  -0.011
H: 14.00 28.74 -3.09  0.112
H: 5.19 26.63 6.17  0.110
H: -4.89 27.27 22.72  0.085
H: -1.32 28.34 18.71  0.118
C: -5.25 22.66 12.65  0.050
H: 2.74 21.62 10.47  0.088
H: 9.51 25.19 9.65  0.146
N: 10.38 23.28 9.13  -0.110
C: -10.65 25.63 16.26  0.049
H: -4.50 23.15 12.05  0.124
C: -9.05 26.91 14.70  0.054
H: 4.25 28.56 8.30  0.168
C: 9.42 26.49 -0.66  -0.218
H: -6.57 26.97 22.65  0.089
N: -9.80 26.77 15.87  -0.125
H: 5.87 33.83 12.59  0.120
C: 10.90 26.23 -2.74  0.028
C: 9.35 21.07 11.68  -0.174
C: -6.07 29.04 14.16  -0.062
H: 12.61 26.85 -4.04  0.156

Computed properties:
net charge = +7
HOMO = -14.24 eV
molar mass = 924.8 g mol⁻¹
multiplicity = 1
LUMO level = -11.407 eV

Computed, not measured: an isolated ion of composition C13H13O2 and charge +1 at a distorted geometry, with ωB97M-V/def2-TZVPD.

Last column: Löwdin charge in e.
Positions of all 28 atoms, in Å:
O: 0.46 -2.41 -0.23  0.195
C: 1.15 -0.21 -0.24  -0.045
H: -1.83 0.05 -1.98  0.145
H: 2.29 2.89 0.38  0.076
C: 3.33 0.56 0.18  -0.033
H: 0.68 2.33 0.48  0.048
H: 1.14 2.51 -1.11  0.097
C: -2.80 -1.12 0.31  -0.034
C: -0.28 -0.32 -0.65  -0.130
C: 2.00 0.88 0.00  -0.177
H: -2.08 -3.08 0.21  0.135
H: 4.11 1.30 0.36  0.131
C: 2.85 -1.79 0.13  0.024
O: -2.87 0.16 -0.14  -0.138
H: -3.00 1.28 1.67  0.100
H: 3.10 -2.86 0.16  0.138
C: -3.52 1.07 0.77  0.004
H: -1.01 1.70 -1.24  0.147
C: -1.14 0.54 -1.23  0.175
C: 1.54 2.34 -0.10  0.003
H: -3.47 -1.48 1.02  0.132
H: -3.68 1.97 0.26  0.091
C: -1.92 -2.07 -0.12  0.084
H: -4.49 0.71 1.13  0.113
C: 3.75 -0.74 0.26  -0.045
H: 4.78 -0.94 0.36  0.109
C: -0.59 -1.71 -0.49  -0.176
C: 1.52 -1.54 -0.17  -0.170

Computed properties:
net charge = +1
HOMO = -12.17 eV
molar mass = 201.2 g mol⁻¹
multiplicity = 1
LUMO level = -4.786 eV

Computed, not measured: C4H9NO2S as an isolated structure at a distorted geometry, with ωB97M-V/def2-TZVPD.

Last column: Löwdin charge in e.
Positions of all 17 atoms, in Å:
H: -0.56 1.37 -1.24  0.113
C: -0.79 0.39 0.56  -0.355
C: 1.28 0.10 -0.98  -0.083
H: -0.93 -0.40 -1.41  0.154
H: 1.50 -0.76 -0.34  0.049
S: -2.13 -1.07 1.86  0.599
H: 0.29 -0.92 2.33  0.124
H: -0.30 1.04 1.36  0.155
H: 1.65 -0.19 -1.95  0.052
H: -2.64 1.15 1.19  0.130
H: -0.06 -1.83 0.75  0.031
O: -2.99 -2.19 1.54  -0.293
O: -2.27 -0.59 3.20  -0.317
C: -0.28 0.37 -0.81  -0.232
C: -0.43 -1.20 1.47  -0.104
N: -2.20 0.28 0.84  -0.125
H: 1.98 1.01 -0.76  0.103

Computed properties:
net charge = 0
HOMO = -10.13 eV
molar mass = 135.2 g mol⁻¹
multiplicity = 1
LUMO level = 0.693 eV

no.,calculated total energy (hartree)
1,-3215.27316
2,-653.27828
3,-761.13772